Record 1
{
  "formula": "C4H7NO",
  "method": "ωB97M-V with the def2-TZVPD basis set",
  "charge": 0,
  "energy_ha": -286.43319,
  "homo_lumo_gap_ev": [7.22, 7.23],
  "lumo_ha": [-0.00900, -0.00888],
  "e_above_lowest_kj_mol": 521.1,
  "species": ["C", "O", "C", "C", "C", "N", "H", "H", "H", "H", "H", "H", "H"],
  "coordinates": [[2.06522, 0.44188, 0.16263], [1.25074, -0.66455, -0.29392], [0.06752, -0.36359, -0.76773], [-1.86898, -0.57164, 0.28125], [-0.75670, 0.66989, -0.18819], [-0.78537, 1.80528, 0.23089], [1.45264, 1.33797, 0.30536], [2.81539, 0.61305, -0.61179], [2.54461, 0.13117, 1.09091], [-0.33671, -1.13699, -1.41017], [-1.65000, -1.64247, 0.29213], [-2.08370, -0.23475, 1.29375], [-2.71466, -0.38525, -0.38513]],
  "atomic_forces_ev_per_a": [[0.1, 0.1, 0.1], [-0.2, 0.0, -0.1], [0.0, -0.1, 0.0], [-0.2, -0.2, 0.2], [0.2, 0.7, 0.1], [0.0, -0.7, -0.3], [0.1, -0.1, 0.0], [-0.1, 0.0, 0.1], [-0.1, 0.0, -0.1], [0.0, 0.1, 0.1], [0.0, 0.2, 0.0], [0.1, 0.0, -0.2], [0.2, 0.0, 0.1]]
}

***

Record 2
{
  "formula": "C4H7NO",
  "method": "ωB97M-V with the def2-TZVPD basis set",
  "charge": 0,
  "energy_ha": -286.50293,
  "homo_lumo_gap_ev": 9.86,
  "smiles": "C1NC[C@H]2O[C@@H]12",
  "lumo_ha": 0.03906,
  "e_above_lowest_kj_mol": 337.9,
  "species": ["C", "C", "C", "C", "H", "H", "H", "H", "H", "H", "H", "N", "O"],
  "coordinates": [[-0.82121, 0.84910, -0.58586], [1.29829, -0.33841, 0.01930], [0.09823, -1.07180, 0.83305], [-1.06564, -0.17316, 0.43947], [-0.71380, 1.83712, -0.21424], [-1.65097, 0.87273, -1.25934], [1.12148, 1.16982, -1.37979], [1.76042, 0.35564, 0.74186], [1.94219, -1.02101, -0.42039], [0.33663, -1.32433, 1.81635], [-1.97048, -0.03351, 1.08029], [0.48332, 0.33097, -1.06713], [-0.81845, -1.45316, -0.00357]],
  "atomic_forces_ev_per_a": [[2.2, -1.1, 0.6], [-4.2, 0.8, 1.5], [3.7, 6.0, -1.0], [-1.4, 0.3, 2.9], [-0.1, 1.0, 0.9], [-0.1, -0.3, -1.2], [-1.9, -2.1, 0.4], [0.2, -0.2, -0.4], [1.5, -1.1, -0.8], [-0.3, -1.4, 1.5], [0.8, -0.5, -0.3], [3.1, 2.7, -1.6], [-3.5, -4.2, -2.5]]
}

***

Record 3
{
  "formula": "C4H7NO",
  "method": "ωB97M-V with the def2-TZVPD basis set",
  "charge": 0,
  "energy_ha": -286.57376,
  "homo_lumo_gap_ev": 10.36,
  "smiles": "CN1CCC1=O",
  "lumo_ha": 0.03210,
  "e_above_lowest_kj_mol": 152.0,
  "species": ["C", "C", "C", "C", "H", "H", "H", "H", "H", "H", "H", "N", "O"],
  "coordinates": [[-1.86605, 0.15235, -0.04014], [0.56745, -1.04338, 0.03570], [1.68076, 0.08916, -0.04925], [0.48455, 1.08988, -0.01593], [-2.28557, 0.37757, -1.01930], [-2.05395, 0.96803, 0.77393], [-2.20454, -0.87659, 0.42267], [0.55061, -1.74732, -0.79972], [0.55958, -1.52791, 1.10292], [2.41900, 0.17163, 0.73102], [2.24387, 0.00831, -1.01692], [-0.38865, 0.08416, -0.13777], [0.29295, 2.25411, 0.01279]],
  "atomic_forces_ev_per_a": [[0.9, -0.7, 2.8], [0.4, 1.1, 1.6], [0.1, -0.6, -1.0], [1.2, -1.9, -0.9], [-0.3, -0.1, 0.3], [-0.2, -1.3, -1.8], [0.4, 2.1, -1.2], [0.0, -0.1, 0.4], [-0.3, 0.6, -2.1], [0.0, -0.1, 0.5], [-0.7, 0.5, 0.7], [-1.7, -1.8, 0.4], [0.0, 2.3, 0.3]]
}

***

Record 4
{
  "formula": "C4H7NO",
  "method": "ωB97M-V with the def2-TZVPD basis set",
  "charge": 0,
  "energy_ha": -286.48142,
  "homo_lumo_gap_ev": 9.39,
  "smiles": "C/N=C/[C@H]1CO1",
  "lumo_ha": 0.01852,
  "e_above_lowest_kj_mol": 394.4,
  "species": ["C", "N", "C", "C", "C", "O", "H", "H", "H", "H", "H", "H", "H"],
  "coordinates": [[1.96640, -0.25287, 0.57862], [0.56447, -0.32011, 0.94379], [-0.02894, -0.86193, -0.03430], [-1.04804, -0.04332, -0.71910], [-1.93200, 0.82956, 0.03880], [-0.79241, 1.36621, -0.59031], [1.97909, 0.51700, -0.21421], [2.40015, -1.16431, 0.13432], [2.50821, 0.12372, 1.42889], [0.40827, -1.70906, -0.58655], [-1.23427, -0.32652, -1.75033], [-2.88908, 1.09367, -0.39751], [-1.86234, 0.76149, 1.12378]],
  "atomic_forces_ev_per_a": [[0.7, 0.1, 0.5], [0.0, 0.3, -1.0], [-0.2, 0.0, -0.1], [-0.5, -0.4, -0.1], [-0.5, 0.0, 0.1], [-0.1, 0.0, -0.2], [0.4, -0.2, 0.4], [-0.1, 0.0, 0.3], [0.6, -0.1, 0.2], [0.2, 0.3, -0.3], [-0.4, -0.1, 0.1], [0.0, 0.1, 0.1], [-0.1, 0.1, -0.1]]
}

***

Record 5
{
  "formula": "C4H7NO",
  "method": "ωB97M-V with the def2-TZVPD basis set",
  "charge": 0,
  "energy_ha": -286.57154,
  "homo_lumo_gap_ev": 11.65,
  "smiles": "CO[C@@H](C)C#N",
  "lumo_ha": 0.03266,
  "e_above_lowest_kj_mol": 157.8,
  "species": ["C", "O", "C", "C", "C", "N", "H", "H", "H", "H", "H", "H", "H"],
  "coordinates": [[-0.62714, -1.39430, 1.18386], [0.47030, -0.80377, 0.50436], [0.11117, 0.43432, -0.04462], [1.28321, 1.02841, -0.80972], [-1.05265, 0.37622, -0.95603], [-1.98983, 0.38983, -1.63302], [-0.60554, -2.45776, 0.94386], [-1.54573, -0.98238, 0.78798], [-0.55919, -1.22102, 2.26711], [-0.19923, 1.10564, 0.76749], [2.04287, 1.41908, -0.13337], [1.74704, 0.26217, -1.43555], [0.92471, 1.84357, -1.44236]],
  "atomic_forces_ev_per_a": [[0.3, -0.4, 0.1], [-0.1, 0.1, -0.4], [0.5, 0.5, 0.1], [0.2, 0.1, 0.0], [-1.1, -0.2, -0.7], [0.9, 0.0, 0.5], [0.0, 0.0, 0.3], [-0.4, -0.1, 0.2], [0.0, -0.1, -0.2], [0.0, 0.1, -0.1], [-0.1, -0.1, 0.1], [-0.2, 0.1, 0.0], [0.1, -0.1, 0.1]]
}

***

Record 6
{
  "formula": "C4H7NO",
  "method": "ωB97M-V with the def2-TZVPD basis set",
  "charge": 0,
  "energy_ha": -286.50658,
  "homo_lumo_gap_ev": 10.13,
  "smiles": "C=CN=C.C=O",
  "lumo_ha": 0.02216,
  "e_above_lowest_kj_mol": 328.4,
  "species": ["O", "C", "H", "H", "C", "C", "C", "N", "H", "H", "H", "H", "H"],
  "coordinates": [[1.87126, -2.53024, -2.30320], [1.07197, -2.19551, -1.43397], [0.66716, -2.95094, -0.70125], [0.65890, -1.24219, -1.34323], [-0.55441, 0.09714, 0.46449], [0.54766, 0.28428, 1.25632], [-1.31078, 2.24999, 0.21950], [-1.07624, 1.12119, -0.35573], [-1.18809, -0.77212, 0.43158], [1.18211, 1.18901, 1.18616], [0.91847, -0.62737, 1.75656], [-1.56757, 3.03258, -0.46274], [-1.22044, 2.34418, 1.28551]],
  "atomic_forces_ev_per_a": [[-1.3, 0.8, 1.6], [1.5, -3.2, -1.3], [0.4, 0.4, -0.3], [-0.5, 2.0, -0.1], [0.9, 1.7, 1.2], [-0.9, -1.3, -1.4], [0.4, -2.1, -1.6], [0.2, 1.0, 1.0], [0.3, -0.6, 0.2], [-0.6, -0.7, 0.1], [-0.1, 0.9, 0.0], [-0.4, 0.8, 0.1], [0.0, 0.4, 0.5]]
}

***

Record 7
{
  "formula": "C4H7NO",
  "method": "ωB97M-V with the def2-TZVPD basis set",
  "charge": 0,
  "energy_ha": -286.55707,
  "homo_lumo_gap_ev": 11.75,
  "lumo_ha": 0.02715,
  "e_above_lowest_kj_mol": 195.8,
  "species": ["C", "C", "C", "O", "C", "N", "H", "H", "H", "H", "H", "H", "H"],
  "coordinates": [[-0.94404, -1.00320, -0.04429], [-0.06462, 0.19958, 0.21421], [1.31333, 0.04587, -0.44447], [0.18387, 0.43920, 1.56425], [-0.46994, 2.31849, -0.89141], [-0.83612, 1.35814, -0.30580], [-0.45267, -1.91207, 0.30391], [-1.89884, -0.86658, 0.47027], [-1.14434, -1.07588, -1.11675], [1.98178, 0.87137, -0.18042], [1.24316, -0.02576, -1.53408], [1.75839, -0.88046, -0.06413], [-0.67046, 0.55245, 2.00104]],
  "atomic_forces_ev_per_a": [[-0.1, -0.2, 0.0], [0.1, -0.3, -0.2], [0.0, 0.0, 0.0], [-0.2, -0.1, 0.3], [-0.8, 0.0, 0.1], [1.5, 0.7, -0.6], [-0.1, 0.0, 0.0], [0.1, -0.1, 0.0], [0.0, -0.1, 0.1], [-0.3, -0.1, 0.0], [-0.1, 0.0, 0.2], [-0.1, 0.2, -0.1], [0.1, 0.0, 0.1]]
}

***

Record 8
{
  "formula": "C4H7NO",
  "method": "ωB97M-V with the def2-TZVPD basis set",
  "charge": 0,
  "energy_ha": -286.55390,
  "homo_lumo_gap_ev": 10.83,
  "smiles": "O=CC[C@H]1CN1",
  "lumo_ha": 0.03965,
  "e_above_lowest_kj_mol": 204.1,
  "species": ["O", "C", "C", "C", "C", "N", "H", "H", "H", "H", "H", "H", "H"],
  "coordinates": [[1.42915, 1.96980, 0.55959], [1.83303, 0.94726, 0.05954], [1.02286, -0.31986, -0.08664], [-0.41440, -0.21878, 0.39004], [-1.59059, 0.15188, -0.44121], [-1.33276, -1.24175, -0.11259], [2.87920, 0.88515, -0.32034], [1.56206, -1.09665, 0.48274], [1.07848, -0.65211, -1.13096], [-0.49179, 0.09476, 1.43209], [-1.55054, 0.40140, -1.49824], [-2.40563, 0.63349, 0.09961], [-2.01907, -1.55458, 0.56637]],
  "atomic_forces_ev_per_a": [[0.1, -0.4, -0.2], [-0.2, 0.2, 0.1], [-0.2, 0.0, -0.1], [0.1, 0.1, 0.1], [-0.1, 0.3, -0.1], [-0.1, -0.2, 0.1], [-0.2, 0.0, 0.1], [-0.2, 0.1, -0.1], [-0.1, 0.1, 0.1], [-0.1, -0.2, -0.2], [0.3, 0.1, 0.2], [0.2, 0.0, -0.2], [0.3, -0.1, 0.2]]
}

***

Record 9
{
  "formula": "C4H7NO",
  "method": "ωB97M-V with the def2-TZVPD basis set",
  "charge": 0,
  "energy_ha": -286.53357,
  "homo_lumo_gap_ev": 10.01,
  "smiles": "O=C[C@@H]1CCN1",
  "lumo_ha": 0.03111,
  "e_above_lowest_kj_mol": 257.5,
  "species": ["C", "C", "C", "C", "H", "H", "H", "H", "H", "H", "H", "N", "O"],
  "coordinates": [[-1.30180, 0.06914, -1.14545], [0.10746, 0.03229, -0.82548], [0.47795, -0.94238, 0.33114], [0.56825, 0.22075, 1.28037], [-1.84287, -0.03941, -0.15713], [0.60555, -0.26067, -1.84259], [1.46674, -1.30230, 0.00144], [-0.19530, -1.84021, 0.55007], [-0.29167, 0.37563, 1.97599], [1.52346, 0.36095, 1.82956], [0.11821, 2.03030, 0.12612], [0.59115, 1.11703, 0.09550], [-1.82714, 0.17887, -2.21952]],
  "atomic_forces_ev_per_a": [[-1.7, 0.1, 1.4], [2.1, -0.8, -1.2], [-0.3, -2.1, -1.0], [0.5, 1.4, 0.6], [-0.7, 0.2, -0.7], [0.0, 1.3, 1.8], [-0.3, -0.1, 0.7], [0.8, 1.4, -0.3], [0.5, -0.2, -0.6], [-0.7, -0.5, 0.0], [0.1, -0.8, -0.2], [-0.4, 0.3, -0.8], [0.1, -0.1, 0.2]]
}

***

Record 10
{
  "formula": "C4H7NO",
  "method": "ωB97M-V with the def2-TZVPD basis set",
  "charge": 0,
  "energy_ha": -286.53819,
  "homo_lumo_gap_ev": 10.34,
  "smiles": "C=CCC#N.O",
  "lumo_ha": 0.02519,
  "e_above_lowest_kj_mol": 245.4,
  "species": ["O", "C", "C", "C", "C", "N", "H", "H", "H", "H", "H", "H", "H"],
  "coordinates": [[-1.09586, 1.96180, 0.94499], [-0.54825, 0.61738, -0.78242], [0.53839, 0.12384, -0.17794], [0.49736, -1.21060, 0.53374], [0.65634, -2.24905, -0.49363], [0.77455, -3.00918, -1.35696], [-0.88330, 2.80298, 0.52349], [-0.50482, 1.48133, -1.43948], [-1.53117, 0.16301, -0.68647], [-0.24782, 1.46433, 0.98427], [1.51518, 0.55133, -0.37887], [-0.45858, -1.36708, 1.04759], [1.28796, -1.33011, 1.28168]],
  "atomic_forces_ev_per_a": [[0.0, 0.8, 1.2], [0.6, -0.8, -0.7], [-0.1, -0.4, -1.1], [0.0, -0.1, 0.0], [0.1, -0.8, -0.6], [-0.1, 0.6, 0.8], [0.0, 0.0, 0.2], [0.1, -0.1, 0.1], [0.2, 0.0, 0.0], [-0.9, 0.9, 0.2], [0.0, 0.0, 0.1], [0.1, 0.0, -0.1], [-0.1, 0.1, -0.1]]
}

***

Record 11
{
  "formula": "C4H7NO",
  "method": "ωB97M-V with the def2-TZVPD basis set",
  "charge": 0,
  "energy_ha": -286.57484,
  "homo_lumo_gap_ev": 10.76,
  "smiles": "C/C=N/CC=O",
  "lumo_ha": 0.03687,
  "e_above_lowest_kj_mol": 149.2,
  "species": ["C", "C", "C", "N", "C", "O", "H", "H", "H", "H", "H", "H", "H"],
  "coordinates": [[-2.14043, -0.48668, 0.81034], [-0.83005, -0.54084, 0.08859], [1.07729, 0.34533, -0.89305], [-0.16357, 0.50606, -0.16710], [2.25044, 0.82701, -0.06190], [3.38177, 0.43489, -0.22275], [-2.07504, -0.99918, 1.77736], [-2.91572, -0.99611, 0.22659], [-2.43066, 0.55347, 0.97238], [-0.47552, -1.53845, -0.22090], [1.28585, -0.68136, -1.23296], [1.03781, 0.99022, -1.78317], [1.99784, 1.58563, 0.70657]],
  "atomic_forces_ev_per_a": [[0.0, 0.1, 0.0], [0.0, 0.2, 0.0], [0.1, -0.1, -0.1], [-0.2, -0.4, 0.1], [0.4, -0.1, -0.1], [-0.6, 0.2, 0.1], [0.0, 0.0, -0.1], [0.1, 0.1, 0.1], [0.0, -0.2, 0.0], [0.0, 0.2, 0.0], [0.0, 0.1, 0.1], [0.1, -0.1, 0.1], [0.1, -0.1, -0.1]]
}

***

Record 12
{
  "formula": "C4H7NO",
  "method": "ωB97M-V with the def2-TZVPD basis set",
  "charge": 0,
  "energy_ha": -286.55499,
  "homo_lumo_gap_ev": 10.74,
  "smiles": "C[C@@]1(C=O)CN1",
  "lumo_ha": 0.03410,
  "e_above_lowest_kj_mol": 201.3,
  "species": ["C", "C", "C", "N", "C", "O", "H", "H", "H", "H", "H", "H", "H"],
  "coordinates": [[1.37636, -0.62593, 0.17989], [-0.00925, -0.04231, 0.02744], [-0.24307, 1.40581, 0.14877], [-0.20283, 0.77278, -1.17903], [-1.15461, -0.98687, 0.25134], [-2.04798, -0.86668, 1.05309], [1.40794, -1.66328, -0.17326], [2.06570, -0.03691, -0.43240], [1.70584, -0.60411, 1.22360], [-1.20092, 1.75882, 0.51847], [0.60121, 2.05098, 0.38404], [-1.15660, 0.66268, -1.52495], [-1.14180, -1.82499, -0.47701]],
  "atomic_forces_ev_per_a": [[0.0, 0.0, 0.0], [0.1, -0.1, 0.1], [0.0, 0.2, 0.2], [-0.1, 0.1, -0.3], [-0.3, 0.1, 0.2], [0.4, 0.0, -0.4], [0.0, 0.1, 0.0], [-0.1, -0.1, 0.1], [-0.1, 0.0, -0.1], [0.1, -0.1, 0.0], [-0.1, -0.1, -0.1], [0.1, 0.1, 0.0], [-0.1, -0.2, 0.2]]
}